C29H22AsF6NNiO2P as an isolated structure, computed with wB97M-V/def2-TZVPD.

Cartesian coordinates (Å):
Ni  0.884413  0.171578  0.234215
O  1.681999  3.133649  3.172355
C  1.278679  2.325574  2.316724
O  1.689672  2.111659  1.156756
C  0.087331  1.444726  2.750702
C  -0.489754  1.595192  4.007377
C  -1.563415  0.799099  4.356406
C  -2.039417  -0.123492  3.433143
C  -1.404688  -0.216174  2.208333
N  -0.357759  0.540192  1.877355
H  -0.068728  2.345268  4.661563
H  -2.033567  0.896654  5.328831
H  -2.888485  -0.758811  3.649942
H  -1.745785  -0.913584  1.454516
C  0.795761  -3.308551  -5.946157
C  1.755058  -2.403985  -5.510384
C  1.692522  -1.891045  -4.222716
C  0.691615  -2.281903  -3.338323
C  -0.269332  -3.184027  -3.792591
C  -0.221800  -3.693400  -5.084696
P  0.703487  -1.511541  -1.612388
C  -1.020502  -1.829906  -1.164862
C  -1.335070  -2.825844  -0.240462
C  -2.660864  -3.091433  0.068662
C  -3.676882  -2.351814  -0.525695
C  -3.365180  -1.353819  -1.439001
C  -2.041826  -1.105666  -1.773401
C  1.761217  -2.749251  -0.770407
C  1.959852  -3.984404  -1.342047
C  2.734956  -4.964683  -0.687047
C  3.319667  -4.685583  0.513441
C  3.145417  -3.424217  1.131546
C  3.751593  -3.117021  2.370393
C  3.533184  -1.889773  2.935096
C  2.695535  -0.940938  2.312388
C  2.056213  -1.165075  1.103465
C  2.328416  -2.438162  0.504203
H  0.834082  -3.700133  -6.956078
H  2.545838  -2.087588  -6.180772
H  2.422582  -1.160989  -3.891435
H  -1.068821  -3.492556  -3.128993
H  -0.984892  -4.386747  -5.419085
H  -0.541106  -3.379655  0.246019
H  -2.897236  -3.863740  0.791697
H  -4.711258  -2.542051  -0.264306
H  -4.140553  -0.740273  -1.876949
H  -1.814718  -0.320121  -2.481670
H  1.531312  -4.222447  -2.304054
H  2.869666  -5.934887  -1.151881
H  3.929888  -5.432710  1.013141
H  4.380243  -3.859075  2.853241
H  4.005926  -1.644472  3.882154
H  2.559148  0.012574  2.814563
F  -1.986190  1.746069  -1.125903
As  -3.151286  2.737874  -1.954254
F  -3.007413  1.696587  -3.357371
F  -4.440667  1.713375  -1.365595
F  -4.333314  3.695615  -2.807707
F  -3.322541  3.756238  -0.562916
F  -1.886726  3.747705  -2.575429
C  1.238418  0.110025  -1.748885
H  2.308559  0.245781  -1.878532
H  0.605352  0.753224  -2.356689

Forces on atoms 1 to 2 (eV/Å):
0.09 0.15 0.17
0.03 -0.01 -0.01

As for the total energy: -6008.381779 a.u. Its net charge is -2. As for the multiplicity: 2. As for the LUMO energy (spin up / spin down): 0.1585 / 0.1585 hartree. As for the HOMO-LUMO gap (spin up / spin down): 5.6597 / 5.3157 eV. The largest force on an atom is 0.31 eV/A. The calculation puts the HOMO energy (spin up / spin down) at -1.35 / -1.00 eV. The energy above the lowest of the compared OMol25 structures with the same formula, charge and spin is 21.52 kcal/mol.

***

C29H22AuClN2O4P as an isolated structure in a non-equilibrium geometry, computed with wB97M-V/def2-TZVPD.

Cartesian coordinates (Å):
Au  0.533763  0.948677  -0.174627
O  4.426263  4.897877  -0.174627
C  5.031663  3.686477  -0.174627
O  6.259063  3.647977  -0.174627
C  4.203363  2.479277  -0.174727
C  4.693163  1.177277  -0.175027
Cl  6.332263  0.678877  -0.176127
N  3.628563  0.284677  -0.174727
N  2.463163  0.976377  -0.174627
C  2.800563  2.268377  -0.174527
C  1.732863  3.284677  -0.174527
O  2.095763  4.503077  -0.174427
O  0.561463  2.819777  -0.174627
C  3.532763  -1.154223  -0.174627
C  4.630063  -2.021823  -0.173827
C  4.446163  -3.413023  -0.173827
C  3.166963  -3.960423  -0.174427
C  2.063063  -3.118023  -0.175027
C  2.243963  -1.731723  -0.175127
H  3.424363  4.864377  -0.174627
H  5.655763  -1.686023  -0.173127
H  5.313763  -4.068323  -0.173327
H  3.031363  -5.037823  -0.174427
H  1.056563  -3.527323  -0.175427
H  1.351463  -1.103423  -0.175627
C  -6.394637  1.442477  -0.337727
C  -5.552737  2.547577  -0.249027
C  -4.166937  2.369977  -0.204527
C  -3.599337  1.085777  -0.249227
C  -4.465537  -0.014823  -0.336027
C  -5.851637  0.161777  -0.381227
P  -1.777337  0.948677  -0.174627
C  -1.374337  -0.435723  -1.290027
C  -2.008937  -0.555823  -2.539127
C  -1.681437  -1.587223  -3.424327
C  -0.694137  -2.507123  -3.087027
C  -0.025237  -2.386123  -1.872827
C  -0.353637  -1.352123  -0.989727
C  -1.579137  0.295777  1.518373
C  -1.033437  1.150877  2.491073
C  -0.870037  0.728977  3.813473
C  -1.250237  -0.556923  4.186073
C  -1.794037  -1.418723  3.237773
C  -1.959237  -0.994623  1.915573
H  -7.472237  1.579077  -0.370127
H  -5.972037  3.549377  -0.211327
H  -3.532337  3.251177  -0.131027
H  -4.075137  -1.028423  -0.372327
H  -6.504937  -0.704423  -0.448027
H  -2.769437  0.160677  -2.844827
H  -2.193637  -1.662523  -4.380027
H  -0.435737  -3.307123  -3.775527
H  0.761563  -3.089423  -1.612727
H  0.209863  -1.271523  -0.062227
H  -0.733337  2.163777  2.228873
H  -0.450037  1.407977  4.550773
H  -1.126837  -0.885423  5.214473
H  -2.095637  -2.422723  3.525073
H  -2.390037  -1.691823  1.201973
H  0.533763  -0.666923  -0.174627

Forces on atoms 1 to 2 (eV/Å):
-3.57 -1.57 -0.12
1.56 -1.40 0.00

As for the total energy: -2465.350251 a.u. Its net charge is +1. As for the multiplicity: 3. As for the LUMO energy (spin up / spin down): -0.1347 / -0.2249 hartree. As for the HOMO-LUMO gap (spin up / spin down): 6.1593 / 6.1603 eV. The largest force on an atom is 10.68 eV/A. The calculation puts the HOMO energy (spin up / spin down) at -9.82 / -12.28 eV.

***

C29H22BIrN9S2Se as an isolated structure, computed with wB97M-V/def2-TZVPD.

Cartesian coordinates (Å):
Ir  0.449892  0.109873  0.659195
Se  6.079375  0.508056  5.812678
N  4.340899  0.168698  5.952649
C  3.842420  0.215808  4.744652
C  2.420868  -0.005168  4.455130
C  1.471876  -0.268144  5.403776
C  0.129280  -0.451834  5.002985
C  -0.192006  -0.350279  3.679545
N  0.728432  -0.083264  2.721170
C  2.040529  0.076805  3.091526
C  2.946455  0.346692  2.061726
N  2.433743  0.379974  0.764963
C  3.295453  0.650889  -0.273975
C  4.616780  0.882621  -0.079922
C  5.152590  0.845580  1.236362
C  4.321770  0.580808  2.289759
C  4.768330  0.510130  3.688108
N  6.011121  0.700290  4.047747
H  1.761129  -0.334703  6.443707
H  -0.641476  -0.674206  5.725370
H  -1.207854  -0.491597  3.331409
H  2.854353  0.662156  -1.257886
H  5.250748  1.083566  -0.930051
H  6.203964  1.021469  1.418208
C  -2.956435  2.506095  3.563474
N  -3.336804  1.686331  2.407844
C  -4.527077  1.043546  2.261717
C  -4.522250  0.473197  1.017301
N  -3.319339  0.719895  0.436839
B  -2.975286  0.517769  -1.090282
N  -2.599624  -0.978055  -1.403339
C  -3.001367  -1.587500  -2.568257
C  -2.427935  -2.816811  -2.626469
N  -1.670433  -2.953195  -1.490400
C  -0.904014  -4.142005  -1.112617
C  -1.781653  -1.824562  -0.770956
S  -1.042646  -1.603313  0.793305
C  -2.593786  1.456907  1.300542
S  -1.009302  2.050869  1.065505
H  -3.480140  2.122948  4.434481
H  -3.233717  3.541755  3.381350
H  -1.885234  2.425314  3.728183
H  -5.282513  1.058022  3.027704
H  -5.303937  -0.055281  0.500950
H  -3.965060  0.764832  -1.719634
H  -2.060737  1.250705  -1.354293
H  -3.682965  -1.103747  -3.244211
H  -2.508622  -3.603407  -3.355192
H  -0.895894  -4.817324  -1.962951
H  -1.372757  -4.632086  -0.262211
H  0.114706  -3.856620  -0.862015
N  -0.032061  0.761270  -9.225363
C  0.045808  0.670578  -8.082753
C  0.139926  0.555874  -6.658614
C  -0.777958  1.250558  -5.852641
C  -0.693952  1.137630  -4.491425
C  0.317270  0.323855  -3.905882
C  1.237857  -0.367949  -4.742465
C  1.148566  -0.250307  -6.102928
C  0.405550  0.222866  -2.530499
C  0.424408  0.178463  -1.290818
H  -1.533601  1.867363  -6.317884
H  -1.381820  1.661871  -3.841567
H  2.005637  -0.977746  -4.286496
H  1.840547  -0.762817  -6.755884

Forces on atoms 1 to 2 (eV/Å):
-0.19 -0.14 -0.15
-0.03 0.00 -0.03

As for the total energy: -4937.509360 a.u. Its net charge is +2. As for the multiplicity: 6. As for the LUMO energy (spin up / spin down): -0.2152 / -0.3338 hartree. As for the HOMO-LUMO gap (spin up / spin down): 4.6506 / 4.0746 eV. The largest force on an atom is 0.57 eV/A. The calculation puts the HOMO energy (spin up / spin down) at -10.51 / -13.16 eV. The energy above the lowest of the compared OMol25 structures with the same formula, charge and spin is 10.19 kcal/mol.

***

C29H22BrFMnN7S2 as an isolated structure, computed with wB97M-V/def2-TZVPD.

Cartesian coordinates (Å):
Mn  0.114801  -1.371954  0.183394
C  0.186209  0.558221  -5.131017
C  -0.349801  -0.372806  -4.082860
C  -1.329925  -1.317191  -4.375923
C  -1.834457  -2.151866  -3.389753
C  -1.316154  -1.983797  -2.128787
Br  -1.862285  -3.022288  -0.641221
N  -0.391287  -1.092154  -1.800006
C  0.095933  -0.307772  -2.772297
H  0.379739  0.027334  -6.061999
H  1.112186  1.031496  -4.808306
H  -0.540768  1.343825  -5.344716
H  -1.703704  -1.408117  -5.388693
H  -2.592065  -2.894077  -3.592802
H  0.869920  0.390164  -2.477331
S  0.135667  2.369031  6.601233
N  -0.131796  2.899014  5.106788
C  -0.053181  1.839520  4.304877
C  -0.239954  1.869157  2.878376
C  -0.504218  3.048283  2.137148
C  -0.708979  2.954422  0.806850
C  -0.733539  1.647802  0.093469
N  -0.267461  0.516544  0.884739
C  -0.113408  0.636889  2.174990
C  0.205446  -0.606429  2.915468
N  0.296759  -1.719864  2.165380
C  0.524650  -2.885300  2.759827
C  0.667305  -2.996108  4.139338
C  0.593086  -1.857371  4.911970
C  0.359007  -0.628315  4.289803
C  0.236832  0.641581  4.998317
N  0.374062  0.798112  6.301875
H  -0.537736  3.998193  2.653457
H  -0.922819  3.835626  0.214816
H  -0.073652  1.709037  -0.777877
H  0.597109  -3.746332  2.107572
H  0.832912  -3.967346  4.582925
H  0.700608  -1.896080  5.988569
F  -4.009178  4.627918  -4.606360
C  -3.558041  3.860547  -3.608478
C  -4.447485  3.411677  -2.652936
C  -3.965583  2.622155  -1.621058
C  -2.619557  2.274476  -1.541166
C  -2.161065  1.354622  -0.429642
C  -1.755244  2.750812  -2.524222
C  -2.214789  3.549962  -3.562702
H  -5.490794  3.687384  -2.719323
H  -4.654210  2.272255  -0.860967
H  -2.846205  1.418863  0.418712
H  -2.188371  0.317399  -0.769574
H  -0.697043  2.518276  -2.498299
H  -1.549867  3.940536  -4.321239
S  2.017639  -2.592617  -0.728487
C  3.315480  -2.802211  0.366079
N  4.331767  -3.604187  -0.059490
C  5.455522  -3.826210  0.650304
C  5.586500  -3.228731  1.866128
C  4.517296  -2.423730  2.273701
N  3.421467  -2.211203  1.563013
H  4.219662  -4.036320  -0.969766
H  6.192553  -4.475850  0.199617
H  6.465502  -3.372857  2.474015
H  4.558992  -1.922039  3.234558

Forces on atoms 1 to 2 (eV/Å):
0.71 0.19 0.05
0.01 -0.03 0.03

As for the total energy: -6122.419225 a.u. Its net charge is +2. As for the multiplicity: 5. As for the LUMO energy (spin up / spin down): -0.2156 / -0.2663 hartree. As for the HOMO-LUMO gap (spin up / spin down): 7.0222 / 6.1243 eV. The largest force on an atom is 0.74 eV/A. The calculation puts the HOMO energy (spin up / spin down) at -12.89 / -13.37 eV.